90
Properties=species:S:1:pos:R:3:forces:R:3 method="wB97M-V/def2-TZVPD" lumo_energy_ha=0.004 homo_lumo_gap_ev=8.840 smiles="C=CC[C@@]1(F)OC(=O)[C@](F)([PH2]=S)[C@]1(CCCCS(=O)(=O)Cl)C[C@H](C)F.c1ccncc1.c1ccncc1.c1ccncc1.c1ccncc1" e_tot_ha=-3737.54591
C -0.145607 -1.483995 -4.770905 0.27 -0.05 -0.56
C -1.042090 -1.119526 -3.857201 -0.10 0.40 0.09
C -0.989186 0.283185 -3.196527 -0.98 -1.04 -1.14
C -1.232247 0.095789 -1.665971 0.03 -0.83 -2.33
F -2.615712 -0.061924 -1.588299 0.33 0.70 0.77
O -0.752883 -1.226124 -1.392347 0.78 -0.03 0.43
C 0.040987 -1.260683 -0.290132 -2.02 3.49 -0.14
O 0.817172 -2.073142 -0.023879 1.96 -2.45 0.61
C -0.380085 0.003700 0.509327 -0.26 -1.06 -0.85
F 0.450509 0.346093 1.533733 0.28 0.06 -0.37
P -1.904906 -0.630606 1.436414 -0.98 0.65 2.10
S -2.596820 0.613074 2.785303 0.08 -0.15 -0.47
C -0.572523 1.064369 -0.635085 -1.34 -0.93 1.23
C 0.803600 1.584202 -1.149763 -0.95 0.52 -0.13
C 1.569725 2.487973 -0.150215 0.32 -0.02 -0.22
C 2.808230 1.912652 0.600675 -0.08 -0.14 0.81
C 3.242960 0.459236 0.298991 0.01 1.24 0.43
S 4.035564 -0.388151 1.717414 1.18 -2.40 -1.88
O 5.430987 -0.083368 1.804034 -0.31 1.75 0.78
O 3.848704 -1.783813 1.449998 -1.11 -0.12 0.33
Cl 2.995771 0.006448 3.446887 0.28 0.36 -0.43
C -1.580711 2.123818 -0.100644 1.16 1.08 -0.54
C -1.810374 3.375182 -0.966415 -1.25 -0.29 -0.23
C -2.406116 3.138060 -2.368489 -0.13 1.00 0.02
F -0.675153 4.180306 -1.116556 0.05 -0.30 0.20
H 0.270472 -2.493859 -4.796281 -1.08 -0.13 -0.89
H 0.158496 -0.774826 -5.551019 1.15 0.13 0.99
H -1.842081 -1.826188 -3.620451 0.73 -0.03 1.14
H -1.810125 0.839580 -3.667188 0.38 0.47 0.61
H -0.007490 0.683459 -3.458963 -0.34 0.20 0.25
H -2.922616 -1.124990 0.594535 0.64 -0.06 -0.33
H -1.438835 -1.755699 2.170178 0.28 0.02 -0.90
H 0.534503 2.219975 -2.008190 0.21 -0.24 0.22
H 1.365053 0.738966 -1.576053 0.08 0.24 0.30
H 1.902755 3.374448 -0.709812 -0.07 -0.32 0.13
H 0.856696 2.881086 0.585150 0.26 -0.16 -0.19
H 3.675892 2.571250 0.453626 -0.29 -0.24 -0.17
H 2.599163 1.968031 1.683120 -0.08 -0.03 -0.41
H 2.458565 -0.226092 -0.027486 0.19 0.10 0.32
H 4.051063 0.495915 -0.447156 -0.12 -0.46 0.34
H -2.573605 1.707489 0.110232 0.36 -0.06 -0.14
H -1.186359 2.478649 0.864834 -0.26 -0.18 -0.21
H -2.547986 3.988587 -0.422720 0.40 -0.16 0.05
H -3.024840 2.239751 -2.452006 0.36 0.08 0.09
H -3.074608 3.989517 -2.580754 0.23 -0.29 -0.02
H -1.619846 3.202353 -3.134491 -0.19 -0.44 0.24
N -2.844245 -4.167223 -0.637306 0.00 -0.11 0.20
C -1.686735 -4.403158 -0.015706 -0.09 0.28 -0.03
C -1.513766 -5.388599 0.944516 -0.08 0.13 0.18
C -2.603610 -6.172802 1.282967 -0.01 -0.06 0.12
C -3.814980 -5.945068 0.650685 0.06 0.00 -0.01
C -3.880907 -4.936068 -0.298335 0.02 0.13 -0.15
H -0.863671 -3.763586 -0.311589 0.08 -0.13 0.01
H -0.550280 -5.536528 1.414441 0.00 0.04 -0.02
H -2.510299 -6.952214 2.029167 0.00 0.01 -0.02
H -4.689337 -6.536111 0.886989 0.00 0.02 -0.03
H -4.807133 -4.723798 -0.821323 -0.02 -0.05 0.04
N -4.828295 3.440994 4.067837 0.08 0.21 0.12
C -5.445889 4.620596 4.141590 -0.02 -0.18 -0.08
C -4.941445 5.714240 4.828368 0.02 -0.01 0.01
C -3.727037 5.575133 5.479974 0.06 0.08 0.05
C -3.069188 4.357854 5.418141 -0.05 0.04 -0.02
C -3.659637 3.328039 4.700685 -0.12 -0.14 -0.09
H -6.394822 4.681247 3.618931 0.00 0.07 0.02
H -5.486018 6.648764 4.851932 -0.01 -0.02 -0.01
H -3.298779 6.405061 6.028945 -0.01 -0.01 -0.01
H -2.119341 4.208858 5.913940 -0.01 -0.03 -0.02
H -3.180417 2.358723 4.621209 0.03 0.09 0.10
N -1.185435 -7.922082 -2.651389 0.26 -0.07 0.05
C -0.652796 -7.218590 -1.649205 -0.22 -0.09 -0.23
C 0.651150 -7.376687 -1.205027 -0.02 -0.03 -0.02
C 1.448022 -8.320139 -1.832137 0.12 -0.02 0.04
C 0.914656 -9.062361 -2.872908 0.00 0.03 0.03
C -0.400426 -8.823717 -3.242126 -0.19 0.07 -0.02
H -1.313004 -6.496626 -1.188344 0.08 -0.09 -0.10
H 1.031528 -6.776143 -0.389104 -0.02 0.01 -0.02
H 2.471883 -8.474809 -1.514105 -0.02 0.01 -0.01
H 1.504393 -9.808991 -3.387699 -0.03 0.01 -0.01
H -0.859564 -9.378272 -4.053870 0.06 -0.04 0.00
N 5.307493 4.208038 -0.086318 0.16 0.24 0.00
C 6.152946 4.565197 -1.054728 -0.14 -0.17 0.01
C 7.020572 5.641422 -0.961452 -0.02 0.01 0.03
C 7.009110 6.393724 0.201476 0.06 0.08 0.01
C 6.138135 6.041702 1.219034 0.02 0.00 -0.03
C 5.313954 4.944804 1.025724 -0.12 -0.19 -0.06
H 6.124501 3.949150 -1.947062 0.06 0.04 -0.02
H 7.686868 5.883327 -1.778319 -0.02 -0.03 0.00
H 7.671034 7.243551 0.313494 -0.01 -0.02 0.00
H 6.098816 6.603904 2.142095 -0.02 -0.03 0.00
H 4.617930 4.629086 1.796463 0.03 0.05 0.04